Entry 1:
# C4H7F

A cluster of 2 separate species, C4H7F in total (the ωB97M-V functional and the def2-TZVPD basis, the OMol25 dataset).

Atoms and positions in Å:
C1 -1.01 -1.57 0.34
C2 1.79 0.42 -0.25
C3 -0.44 1.15 -0.05
C4 0.45 -0.06 -0.05
F1 2.89 -0.44 -0.11
H1 -1.16 -1.75 1.49
H2 2.06 1.40 -0.61
H3 0.17 2.01 -0.55
H4 -0.80 1.35 0.91
H5 -1.33 0.90 -0.67
H6 -1.82 -0.99 -0.19
H7 -0.78 -2.44 -0.27

Values from the calculation:
LUMO level = 0.4 eV
E = -256.30490 a.u.
molar mass = 74.098 g/mol
charge = 0
HOMO-LUMO gap = 9.35 eV
HOMO level = -8.94 eV
energy above the lowest of the compared OMol25 structures with the same formula, charge and spin = 364.82 kJ/mol



Entry 2:
# C4H7F

The molecule C4H7F (the ωB97M-V functional and the def2-TZVPD basis, the OMol25 dataset).

Atoms and positions in Å:
C1 -0.50 -1.29 0.75
C2 -0.90 -0.44 -0.36
C3 -0.06 0.44 -0.84
C4 1.03 1.22 -0.17
F1 -0.14 0.91 -2.05
H1 -0.47 -2.43 0.48
H2 -1.24 -1.12 1.58
H3 0.43 -0.90 1.23
H4 -1.91 -0.58 -0.72
H5 1.51 0.66 0.62
H6 1.75 1.52 -0.90
H7 0.51 2.00 0.39

Values from the calculation:
LUMO level = 1.1 eV
E = -256.42051 a.u.
molar mass = 74.098 g/mol
charge = 0
HOMO-LUMO gap = 9.83 eV
HOMO level = -8.73 eV
energy above the lowest of the compared OMol25 structures with the same formula, charge and spin = 61.27 kJ/mol



Entry 3:
# C4H7F

The molecule C4H7F (the ωB97M-V functional and the def2-TZVPD basis, the OMol25 dataset).

Atoms and positions in Å:
C1 1.54 0.49 -0.25
C2 0.53 -0.45 0.32
C3 -0.86 0.11 0.37
C4 -2.06 -0.33 -0.36
F1 -3.24 0.26 -0.06
H1 1.25 0.93 -1.18
H2 2.59 -0.03 -0.30
H3 1.83 1.22 0.38
H4 0.73 -1.37 -0.15
H5 0.77 -0.69 1.38
H6 -0.98 1.01 0.90
H7 -2.11 -1.15 -1.06

Values from the calculation:
LUMO level = 1.1 eV
E = -256.40246 a.u.
molar mass = 74.098 g/mol
charge = 0
HOMO-LUMO gap = 10.09 eV
HOMO level = -8.97 eV
energy above the lowest of the compared OMol25 structures with the same formula, charge and spin = 108.68 kJ/mol



Entry 4:
# C4H7F6IrN3O5S2

A structure of composition C4H7F6IrN3O5S2 (the ωB97M-V functional and the def2-TZVPD basis, the OMol25 dataset).

Atoms and positions in Å:
Ir1 -0.47 0.43 0.54
F1 -2.15 -3.55 -1.21
C1 -1.12 -3.22 -1.96
F2 -1.49 -3.03 -3.21
F3 -0.17 -4.11 -1.87
S1 -0.48 -1.60 -1.31
O1 -1.47 -0.54 -1.54
O2 -0.24 -1.77 0.15
N1 0.84 -1.41 -2.11
S2 1.82 -0.29 -1.64
O3 2.59 0.28 -2.67
O4 1.09 0.72 -0.80
C2 3.01 -1.10 -0.43
F4 4.17 -0.49 -0.53
F5 2.54 -0.98 0.80
F6 3.13 -2.38 -0.74
N2 -2.33 2.52 -0.38
N3 -0.97 2.34 0.03
H1 -2.52 1.84 -1.12
H2 -2.93 2.29 0.40
H3 -0.77 3.08 0.71
H4 -0.38 2.55 -0.77
C3 0.03 1.61 3.55
C4 -0.52 0.89 2.39
O5 -1.66 0.44 2.27
H5 -0.45 1.28 4.46
H6 -0.22 2.67 3.39
H7 1.11 1.53 3.61

Values from the calculation:
LUMO level = -4.1 eV
E = -2196.63614 a.u.
molar mass = 547.455 g/mol
charge = +1
HOMO-LUMO gap = 9.83 eV
HOMO level = -13.98 eV
energy above the lowest of the compared OMol25 structures with the same formula, charge and spin = 82.64 kJ/mol



Entry 5:
# C4H7FN2

A cluster of 2 separate species, C4H7FN2 in total (the ωB97M-V functional and the def2-TZVPD basis, the OMol25 dataset).

Atoms and positions in Å:
C1 2.64 0.67 1.57
C2 2.73 0.05 0.32
C3 0.66 -0.54 -1.00
C4 -2.17 0.35 -0.60
N1 1.60 -0.16 -0.38
N2 -2.57 -0.91 -1.18
F1 -3.65 -1.49 -0.40
H1 3.47 1.07 2.23
H2 1.58 0.72 1.84
H3 3.76 -0.09 -0.11
H4 -1.81 -1.60 -1.04
H5 -1.10 0.50 -0.51
H6 -2.57 1.15 -1.18
H7 -2.58 0.29 0.44

Values from the calculation:
LUMO level (spin up / spin down) = 0.7 / -3.1 eV
E = -365.68551 a.u.
molar mass = 102.112 g/mol
multiplicity = 3
charge = 0
HOMO-LUMO gap (spin up / spin down) = 7.59 / 6.34 eV
HOMO level (spin up / spin down) = -6.94 / -9.43 eV
energy above the lowest of the compared OMol25 structures with the same formula, charge and spin = 296.88 kJ/mol



Entry 6:
# C4H7FN2S

A cluster of 2 separate species, C4H7FN2S in total (the ωB97M-V functional and the def2-TZVPD basis, the OMol25 dataset).

Atoms and positions in Å:
C1 2.60 -1.12 -0.19
C2 1.64 -0.03 0.06
C3 0.39 0.03 -0.41
C4 -1.37 1.57 0.02
H1 3.51 -0.85 -0.73
H2 2.88 -1.61 0.76
H3 2.14 -1.99 -0.77
H4 -0.18 -0.76 -0.78
H5 -1.73 2.61 0.17
H6 -3.43 1.14 -0.51
H7 -3.63 -0.99 1.79
N1 -0.09 1.32 -0.11
N2 -2.44 0.67 -0.33
F1 2.26 0.94 0.74
S1 -2.55 -0.94 0.28

Values from the calculation:
LUMO level = -0.5 eV
E = -764.03606 a.u.
molar mass = 134.179 g/mol
charge = 0
HOMO-LUMO gap = 7.94 eV
HOMO level = -8.40 eV
energy above the lowest of the compared OMol25 structures with the same formula, charge and spin = 391.51 kJ/mol



Entry 7:
# C4H7FO

A structure of composition C4H7FO (the ωB97M-V functional and the def2-TZVPD basis, the OMol25 dataset).

Atoms and positions in Å:
C1 -0.12 1.39 -0.26
C2 0.01 0.41 0.77
C3 0.26 -1.00 0.30
C4 -0.84 -1.96 0.12
H1 1.83 1.16 -1.63
H2 -0.49 0.86 -1.31
H3 -0.82 2.28 -0.27
H4 0.77 0.91 1.52
H5 -1.01 0.43 1.33
H6 -0.62 -3.06 -0.25
H7 -1.74 -1.90 0.58
O1 1.13 1.89 -0.89
F1 1.65 -1.43 -0.02

Values from the calculation:
LUMO level = 0.6 eV
E = -331.54001 a.u.
molar mass = 90.097 g/mol
charge = 0
HOMO-LUMO gap = 10.19 eV
HOMO level = -9.61 eV
energy above the lowest of the compared OMol25 structures with the same formula, charge and spin = 444.58 kJ/mol



Entry 8:
# C4H7FO

A cluster of 2 separate species, C4H7FO in total (the ωB97M-V functional and the def2-TZVPD basis, the OMol25 dataset).

Atoms and positions in Å:
C1 -0.62 -2.36 -0.04
C2 -0.40 -0.91 -0.06
C3 -0.97 0.33 0.53
C4 2.89 -0.53 -0.06
O1 -0.81 -1.51 -1.15
F1 3.23 0.72 -0.38
H1 0.08 -3.11 0.06
H2 -1.59 -2.80 0.35
H3 -1.32 -0.06 1.49
H4 -1.90 0.74 0.11
H5 -0.21 1.08 0.58
H6 2.91 -0.64 1.05
H7 2.49 -1.31 -0.61

Values from the calculation:
LUMO level (spin up / spin down) = 0.7 / 0.7 eV
E = -331.48482 a.u.
molar mass = 90.097 g/mol
charge = 0
HOMO-LUMO gap (spin up / spin down) = 8.27 / 8.95 eV
HOMO level (spin up / spin down) = -7.53 / -8.26 eV
energy above the lowest of the compared OMol25 structures with the same formula, charge and spin = 589.49 kJ/mol



Entry 9:
# C4H7I

A structure of composition C4H7I (the ωB97M-V functional and the def2-TZVPD basis, the OMol25 dataset).

Atoms and positions in Å:
C1 0.95 0.12 -0.34
C2 -1.02 -0.03 -0.85
C3 2.01 0.60 0.41
C4 -1.59 -0.29 0.58
I1 4.02 -0.02 0.03
H1 1.04 -0.68 -1.02
H2 -1.04 -0.96 -1.48
H3 -1.37 0.91 -1.28
H4 2.16 1.47 0.98
H5 -1.26 0.43 1.32
H6 -1.24 -1.24 1.00
H7 -2.65 -0.29 0.65

Values from the calculation:
LUMO level = 0.1 eV
E = -454.15942 a.u.
molar mass = 182.004 g/mol
charge = 0
HOMO-LUMO gap = 8.98 eV
HOMO level = -8.85 eV
energy above the lowest of the compared OMol25 structures with the same formula, charge and spin = 250.94 kJ/mol



Entry 10:
# C4H7I2N

A structure of composition C4H7I2N (the ωB97M-V functional and the def2-TZVPD basis, the OMol25 dataset).

Atoms and positions in Å:
C1 0.37 -0.24 -0.78
C2 0.71 -0.20 0.77
C3 0.60 1.25 -1.26
C4 0.55 -1.14 1.72
N1 -0.92 -0.75 -1.32
I1 -3.96 0.81 0.66
I2 -2.25 -1.27 -0.10
H1 0.98 -1.06 -1.25
H2 1.00 0.81 1.26
H3 0.53 1.53 -2.31
H4 1.63 1.43 -0.85
H5 -0.16 1.91 -0.74
H6 0.22 -2.10 1.46
H7 0.71 -0.97 2.77

Values from the calculation:
LUMO level (spin up / spin down) = -1.7 / -1.7 eV
E = -806.60022 a.u.
molar mass = 322.915 g/mol
charge = 0
HOMO-LUMO gap (spin up / spin down) = 7.06 / 7.05 eV
HOMO level (spin up / spin down) = -8.79 / -8.76 eV
energy above the lowest of the compared OMol25 structures with the same formula, charge and spin = 278.90 kJ/mol



Entry 11:
# C4H7IN

The ion C4H7IN with charge +1 (the ωB97M-V functional and the def2-TZVPD basis, the OMol25 dataset).

Atoms and positions in Å:
C1 1.55 0.10 1.46
N1 1.44 0.48 0.25
C2 0.33 0.38 -0.68
C3 -1.01 -0.05 -0.15
C4 -1.87 -0.78 -0.85
I1 -3.80 -1.23 -0.18
H1 0.73 -0.43 1.93
H2 2.45 0.29 2.02
H3 2.23 0.96 -0.18
H4 0.64 -0.27 -1.50
H5 0.22 1.39 -1.11
H6 -1.30 0.38 0.80
H7 -1.62 -1.21 -1.81

Values from the calculation:
LUMO level = -5.3 eV
E = -508.75312 a.u.
molar mass = 196.011 g/mol
charge = +1
HOMO-LUMO gap = 7.29 eV
HOMO level = -12.54 eV
energy above the lowest of the compared OMol25 structures with the same formula, charge and spin = 132.99 kJ/mol



Entry 12:
# C4H7IN4

The molecule C4H7IN4 (the ωB97M-V functional and the def2-TZVPD basis, the OMol25 dataset).

Atoms and positions in Å:
C1 -1.86 0.61 0.05
C2 -0.28 -0.96 -0.89
C3 0.51 1.03 0.68
C4 -0.55 -0.05 0.36
N1 -2.04 1.33 -1.21
N2 -2.31 1.80 1.03
N3 -2.40 2.51 -1.01
N4 -2.55 2.79 0.37
I1 -3.70 -0.61 0.10
H1 -0.63 -0.56 -1.77
H2 -0.67 -1.89 -0.83
H3 0.89 -1.10 -1.06
H4 1.13 1.30 -0.13
H5 1.03 0.61 1.50
H6 0.09 1.89 0.96
H7 -0.82 -0.54 1.32

Values from the calculation:
LUMO level (spin up / spin down) = 0.2 / -4.5 eV
E = -673.08507 a.u.
molar mass = 238.032 g/mol
multiplicity = 3
charge = 0
HOMO-LUMO gap (spin up / spin down) = 7.15 / 4.99 eV
HOMO level (spin up / spin down) = -6.96 / -9.45 eV



- Number 7 is which compound?
  C4H7FO



- The highest E belongs to which entry?
  number 1